# 1
Below is 9 unconnected molecules or ions with the total composition C25H48F4N8O24S at a distorted geometry, with properties calculated with wB97M-V/def2-TZVPD.

- Net charge: 0
- HOMO level: -10.45 eV
- Gap between HOMO and LUMO: 10.08 eV
- SMILES: CCCCO[C@@]1(CC(=O)OC(C)=O)[C@@H](CC(C)C)C(=O)O[C@]1(C(F)(F)F)S(=O)(=O)F.C[N+](=O)[O-].C[N+](=O)[O-].C[N+](=O)[O-].C[N+](=O)[O-].C[N+](=O)[O-].C[N+](=O)[O-].C[N+](=O)[O-].C[N+](=O)[O-]
- LUMO: -0.4 eV

Structure (XYZ):
```
110
C25H48F4N8O24S wB97M-V/def2-TZVPD
C 2.378 -0.886 -4.658
C 0.877 -0.979 -4.917
C 0.075 -0.358 -3.761
C -1.315 -0.952 -3.689
O -2.144 -0.759 -2.511
C -1.711 -0.683 -1.194
C -0.871 0.551 -0.780
C -1.215 1.871 -1.413
O -1.585 2.119 -2.518
O -1.043 2.849 -0.468
C -0.703 4.134 -0.920
C -1.734 5.133 -0.551
O 0.337 4.314 -1.468
C -3.049 -0.584 -0.396
C -4.184 0.223 -1.029
C -5.008 1.064 -0.050
C -5.582 0.283 1.127
C -4.258 2.301 0.425
C -3.434 -2.017 -0.207
O -4.470 -2.587 -0.242
O -2.253 -2.715 0.040
C -1.185 -2.081 -0.588
C -0.705 -3.163 -1.622
F -0.330 -4.275 -0.970
F -1.737 -3.492 -2.401
F 0.311 -2.782 -2.389
S 0.194 -2.105 0.695
O 1.423 -2.189 -0.007
O -0.178 -3.031 1.695
F 0.192 -0.713 1.385
H 2.701 0.146 -4.792
H 2.613 -1.156 -3.627
H 2.944 -1.521 -5.336
H 0.668 -0.380 -5.807
H 0.547 -1.989 -5.149
H 0.650 -0.524 -2.850
H 0.030 0.714 -3.914
H -1.261 -2.015 -3.899
H -1.919 -0.531 -4.492
H -0.980 0.696 0.287
H 0.200 0.412 -0.957
H -2.679 4.842 -1.009
H -1.428 6.121 -0.877
H -1.884 5.105 0.528
H -2.903 -0.245 0.632
H -3.789 0.888 -1.796
H -4.867 -0.457 -1.537
H -5.860 1.415 -0.641
H -5.971 -0.686 0.818
H -4.829 0.136 1.906
H -6.398 0.841 1.582
H -4.942 2.993 0.918
H -3.461 2.055 1.130
H -3.831 2.836 -0.426
C 4.038 0.499 -0.523
N 3.832 0.920 -1.930
O 4.797 0.971 -2.662
O 2.698 1.217 -2.256
H 5.094 0.311 -0.376
H 3.690 1.321 0.093
H 3.444 -0.392 -0.348
C -2.921 -4.534 -6.488
N -1.885 -3.671 -7.123
O -1.291 -2.885 -6.412
O -1.705 -3.815 -8.313
H -2.965 -4.291 -5.434
H -3.861 -4.329 -6.991
H -2.623 -5.565 -6.654
C 4.022 5.492 0.034
N 5.132 4.499 0.045
O 4.875 3.359 -0.280
O 6.232 4.898 0.375
H 3.120 4.986 -0.287
H 3.935 5.885 1.042
H 4.308 6.281 -0.655
C 7.855 3.398 2.837
N 7.947 3.451 4.321
O 9.039 3.621 4.825
O 6.910 3.319 4.941
H 8.849 3.528 2.428
H 7.436 2.432 2.575
H 7.190 4.195 2.523
C 9.223 2.735 7.909
N 9.790 3.038 9.252
O 10.309 2.131 9.872
O 9.695 4.185 9.640
H 9.383 1.682 7.708
H 8.167 2.985 7.938
H 9.730 3.363 7.186
C 1.777 -6.680 -1.129
N 2.181 -7.617 -2.215
O 2.627 -8.699 -1.897
O 2.029 -7.226 -3.354
H 1.966 -7.161 -0.177
H 2.365 -5.774 -1.247
H 0.724 -6.464 -1.268
C -2.672 -2.712 4.422
N -3.107 -1.403 3.858
O -2.790 -1.165 2.706
O -3.743 -0.663 4.572
H -2.116 -3.238 3.655
H -2.058 -2.496 5.292
H -3.570 -3.246 4.718
C -10.093 -0.159 3.967
N -8.915 0.593 3.452
O -8.307 1.299 4.228
O -8.643 0.443 2.278
H -10.210 0.072 5.018
H -10.954 0.156 3.385
H -9.897 -1.214 3.803
```

Results of the Mulliken charge analysis, in e, for atoms 1 through 99: -1.31 -0.37 0.27 -1.23 -0.52 1.19 -0.78 -0.85 -0.57 -0.19 0.90 -1.11 -0.52 0.45 -1.57 0.39 -1.54 -1.31 -0.02 -0.59 -0.44 0.55 -0.03 -0.31 -0.26 -0.18 1.55 -0.60 -0.66 -0.26 0.33 0.14 0.46 0.47 0.22 -0.25 0.67 0.45 0.43 0.99 0.99 0.30 0.36 0.31 0.57 0.58 0.51 0.59 0.42 0.12 0.53 0.57 0.20 0.07 -0.79 0.96 -0.56 -0.45 0.36 0.29 0.20 -0.65 0.93 -0.54 -0.53 0.16 0.29 0.30 -0.73 0.96 -0.53 -0.57 0.23 0.31 0.30 -0.65 0.89 -0.53 -0.53 0.30 0.27 0.24 -0.69 0.87 -0.53 -0.53 0.31 0.28 0.28 -0.63 0.90 -0.55 -0.54 0.33 0.27 0.22 -0.78 0.81 -0.43

=====

# 2
Below is a molecular structure, C25H48N3O6PS2Si2 at a distorted geometry, with properties calculated with wB97M-V/def2-TZVPD.

- Net charge: 0
- HOMO level: -7.95 eV
- Gap between HOMO and LUMO: 8.45 eV
- LUMO: 0.5 eV

Structure (XYZ):
```
87
C25H48N3O6PS2Si2 wB97M-V/def2-TZVPD
C -0.490 -1.013 -0.268
C -0.745 0.136 -0.892
Si -1.051 1.648 0.152
C 0.645 2.364 0.608
O 1.500 1.273 0.958
C 2.557 1.027 0.123
C 2.511 1.202 -1.256
C 3.600 0.899 -2.072
C 3.517 1.131 -3.562
C 4.775 0.418 -1.522
C 4.802 0.257 -0.140
C 3.725 0.538 0.701
C 3.853 0.288 2.189
C 2.728 -0.610 2.753
C 4.009 1.571 2.994
O -2.057 2.779 -0.571
Si -3.611 2.333 -0.963
C -4.479 1.398 0.408
C -5.942 1.218 0.172
N -6.485 0.095 0.400
C -3.658 1.487 -2.667
N -4.601 0.378 -2.831
C -4.156 -0.885 -2.285
P -4.744 4.279 -1.160
N -5.152 4.864 0.257
H -0.684 -1.177 0.782
H -0.034 -1.821 -0.827
H -0.710 0.141 -1.976
H -1.686 1.240 1.412
H 0.503 2.947 1.520
H 1.077 3.046 -0.121
H 1.611 1.578 -1.724
H 4.521 1.200 -3.959
H 3.029 0.285 -4.033
H 2.925 2.017 -3.773
H 5.621 0.175 -2.141
H 5.709 -0.131 0.305
H 4.771 -0.286 2.314
H 1.969 0.031 3.191
H 2.229 -1.119 1.935
H 3.109 -1.317 3.482
H 4.296 1.315 4.016
H 3.062 2.098 3.074
H 4.796 2.208 2.600
H -4.063 0.417 0.616
H -4.374 2.013 1.307
H -6.526 2.057 -0.211
H -7.478 0.156 0.179
H -3.960 2.261 -3.379
H -2.664 1.184 -2.986
H -5.528 0.616 -2.512
H -4.830 -1.673 -2.613
H -4.117 -0.932 -1.192
H -3.169 -1.136 -2.664
H -3.964 5.146 -1.961
H -5.912 3.955 -1.908
H -4.789 5.796 0.407
C 2.428 -4.732 -4.848
C 1.546 -3.484 -4.723
C 2.202 -2.561 -3.689
S 3.969 -2.912 -3.749
O 4.362 -3.488 -2.490
O 4.669 -1.781 -4.303
C 3.861 -4.222 -4.966
H 2.151 -5.340 -5.708
H 2.326 -5.348 -3.952
H 1.493 -2.977 -5.689
H 0.528 -3.737 -4.431
H 2.044 -1.512 -3.917
H 1.862 -2.777 -2.678
H 4.611 -4.977 -4.747
H 4.046 -3.778 -5.944
C -0.670 -0.177 6.819
C -1.911 -1.058 6.624
C -2.465 -0.767 5.223
S -1.058 -0.254 4.228
O -1.242 1.125 3.851
O -0.767 -1.267 3.244
C 0.154 -0.327 5.543
H -0.097 -0.472 7.697
H -0.971 0.865 6.947
H -1.626 -2.110 6.697
H -2.664 -0.870 7.388
H -2.916 -1.643 4.765
H -3.178 0.056 5.232
H 0.888 0.462 5.400
H 0.636 -1.302 5.491
```

Calculated atomic charges, method Mulliken, unit e: -0.71 0.36 0.19 -0.86 -0.29 1.10 -0.57 0.77 -1.48 -1.19 -1.12 0.29 0.43 -1.19 -1.55 -0.47 -0.06 -0.39 -0.52 -0.61 -0.64 -0.37 -0.71 0.16 -0.70 0.15 0.10 0.46 -0.17 0.46 0.61 0.42 0.37 0.18 0.45 0.36 0.34 0.70 -0.08 0.32 0.48 0.43 0.22 0.36 0.49 0.49 0.45 0.28 0.44 0.34 0.31 0.34 0.21 0.28 0.07 0.05 0.22 -0.58 -0.84 -0.05 1.23 -0.67 -0.64 -0.79 0.36 0.29 0.34 0.34 0.05 0.20 0.41 0.33 -0.72 -0.62 -0.86 1.49 -0.71 -0.71 -0.73 0.39 0.30 0.30 0.33 0.37 0.38 0.42 0.39

=====

# 3
Below is a molecular structure, C25H48P2Re at a distorted geometry, with properties calculated with wB97M-V/def2-TZVPD.

- Net charge: +2
- HOMO level (spin up / spin down): -12.69 / -14.14 eV
- <S²>: 3.776
- Multiplicity: 4
- Gap between HOMO and LUMO (spin up / spin down): 6.78 / 6.78 eV
- Energy relative to the best compared isomer or geometry (same formula, charge and spin): 0.00 kcal per mole
- LUMO (spin up / spin down): -5.9 / -7.4 eV

Structure (XYZ):
```
76
C25H48P2Re wB97M-V/def2-TZVPD
Re 0.340 -0.481 0.185
C -0.238 -1.736 1.886
C -0.316 -2.501 0.673
C 1.853 -1.773 0.928
C 1.122 -1.412 2.107
C 0.974 -2.516 0.067
C -1.303 -1.624 2.936
H -2.293 -1.390 2.539
H -1.092 -0.892 3.728
H -1.414 -2.586 3.456
C 1.749 -1.199 3.462
H 1.040 -0.853 4.219
H 2.616 -0.526 3.484
H 2.120 -2.172 3.824
C 3.362 -1.822 0.879
H 3.633 -2.886 0.967
H 3.854 -1.315 1.727
H 3.815 -1.443 -0.050
C 1.355 -3.050 -1.269
H 1.316 -4.141 -1.350
H 2.356 -2.737 -1.562
H 0.683 -2.674 -2.035
C -1.545 -3.149 0.173
H -1.768 -4.180 0.475
H -1.505 -3.171 -0.904
H -2.415 -2.552 0.440
C -1.685 1.166 -0.924
C -2.226 -0.014 -0.402
C -3.358 -0.691 -1.137
C -2.859 -1.649 -2.263
C -1.377 -1.479 -2.491
C -0.912 -0.355 -3.085
C -1.808 0.810 -3.465
C -2.195 1.692 -2.267
H -4.004 0.082 -1.583
H -3.379 -1.433 -3.217
H -3.994 -1.256 -0.437
H -3.288 1.759 -2.186
H -1.163 1.898 -0.308
H -2.173 -0.232 0.670
H -1.833 2.713 -2.444
H -1.276 1.389 -4.240
H 0.007 -0.395 -3.662
H -2.706 0.397 -3.955
H -3.130 -2.687 -2.008
H -0.790 -2.387 -2.582
P -0.662 1.946 2.185
C -0.079 1.980 3.936
H -0.576 2.802 4.477
H 1.012 2.127 3.987
H -0.325 1.030 4.438
C -0.292 3.637 1.585
H -0.645 4.393 2.296
H -0.783 3.796 0.620
H 0.786 3.773 1.441
C -2.458 1.912 2.351
H -2.904 1.972 1.359
H -2.822 2.730 2.974
H -2.755 0.961 2.796
P 1.997 1.059 -1.607
C 2.355 -0.094 -2.946
H 2.570 0.453 -3.869
H 1.478 -0.721 -3.099
H 3.185 -0.759 -2.695
C 0.984 2.373 -2.228
H 0.125 1.925 -2.722
H 1.501 3.024 -2.935
H 0.607 2.999 -1.417
C 3.662 1.796 -1.271
H 4.054 2.226 -2.209
H 4.365 1.020 -0.922
H 3.620 2.594 -0.512
C 1.736 0.987 1.086
H 1.785 2.059 0.830
H 2.730 0.546 0.886
H 1.601 0.904 2.182
```

Calculated atomic charges, method Mulliken, unit e: 0.18 0.97 0.95 1.37 -0.07 0.81 -1.50 0.25 0.27 0.47 -1.56 0.43 0.38 0.39 -1.68 0.42 0.36 0.32 -1.45 0.30 0.40 -0.03 -1.28 0.31 0.40 0.28 0.52 0.37 -1.60 -1.80 -0.28 -0.26 -1.58 -1.86 0.36 0.56 0.55 0.61 -0.37 0.90 0.49 0.41 1.01 0.44 0.30 1.30 1.39 -1.20 0.53 0.35 0.26 -1.32 0.51 0.34 0.33 -1.36 0.31 0.54 0.34 1.20 -1.21 0.51 -0.08 0.36 -0.72 -0.34 0.70 0.23 -1.26 0.49 0.35 0.41 -2.46 0.27 0.81 0.01

=====

# 4
Below is 2 unconnected molecules or ions with the total composition C25H49BBr2N5O7S at a distorted geometry, with properties calculated with wB97M-V/def2-TZVPD.

- Net charge: +1
- HOMO level: -11.66 eV
- Gap between HOMO and LUMO: 8.54 eV
- LUMO: -3.1 eV

Structure (XYZ):
```
90
C25H49BBr2N5O7S wB97M-V/def2-TZVPD
C 7.273 -0.301 2.722
C 6.223 0.621 2.069
C 4.855 -0.066 1.883
C 3.685 0.939 1.876
C 2.345 0.272 2.264
C 1.204 0.510 1.222
C 0.326 -0.740 1.229
N -0.922 -0.640 0.446
C -0.852 -0.072 -0.817
N -1.040 1.146 -1.150
N -1.001 1.610 -2.466
C -1.357 2.176 -0.131
B -2.428 3.167 -0.812
O -2.102 4.437 -1.126
O -3.708 2.729 -1.104
N -0.611 -1.092 -1.763
C 0.802 -1.431 -2.016
C 1.666 -0.232 -2.392
C 3.137 -0.703 -2.489
C 3.958 0.506 -2.877
O 3.517 1.370 -3.533
O 5.230 0.580 -2.388
C -1.493 -2.162 -1.243
S -1.207 -3.835 -1.853
C -1.738 -1.896 0.308
C -3.167 -1.355 0.652
C -3.191 -0.510 1.938
C -4.411 -0.842 2.827
O -5.572 -1.139 2.048
C -6.311 -0.010 1.802
C -7.562 0.263 2.600
O -5.977 0.723 0.957
C -1.428 -3.011 1.306
C -2.415 -4.201 1.233
C -3.174 -4.435 2.526
N -4.572 -4.650 2.370
O -2.638 -4.443 3.572
H 8.112 0.282 3.113
H 7.700 -1.019 2.017
H 6.857 -0.834 3.585
H 6.637 0.901 1.094
H 6.160 1.519 2.692
H 4.754 -0.806 2.684
H 4.899 -0.599 0.924
H 3.926 1.687 2.639
H 3.651 1.447 0.907
H 2.008 0.494 3.278
H 2.522 -0.814 2.240
H 0.660 1.391 1.568
H 1.710 0.701 0.273
H 0.950 -1.604 0.965
H 0.027 -0.895 2.271
H -1.376 0.914 -3.103
H -0.053 1.882 -2.711
H -0.457 2.671 0.233
H -1.842 1.637 0.688
H -2.924 4.870 -1.409
H -4.115 2.272 -0.350
H 1.209 -2.023 -1.182
H 0.804 -2.105 -2.876
H 1.398 0.082 -3.406
H 1.557 0.632 -1.733
H 3.450 -1.110 -1.524
H 3.195 -1.501 -3.234
H 5.296 1.468 -2.001
H -2.465 -1.923 -1.695
H -0.142 -4.248 -1.120
H -3.915 -2.150 0.705
H -3.450 -0.736 -0.212
H -2.289 -0.652 2.540
H -3.251 0.561 1.736
H -4.619 0.077 3.394
H -4.174 -1.607 3.571
H -8.444 0.122 1.974
H -7.650 -0.364 3.489
H -7.545 1.307 2.916
H -1.531 -2.577 2.307
H -0.392 -3.359 1.267
H -1.817 -5.103 1.061
H -3.070 -4.141 0.364
H -4.984 -3.721 2.266
H -4.924 -5.092 3.215
Br 1.040 4.958 -4.295
C 2.508 4.214 -5.342
C 3.400 5.298 -5.884
Br 2.586 6.196 -7.407
H 2.062 3.602 -6.119
H 3.057 3.577 -4.651
H 4.326 4.873 -6.265
H 3.629 6.066 -5.151
```

Calculated atomic charges, method Mulliken, unit e: -1.27 -0.39 -0.53 -0.39 -1.13 0.49 -1.48 2.21 -2.15 1.46 -0.48 -0.67 0.48 -0.47 -0.59 0.13 -0.89 -0.41 -0.57 0.39 -0.48 -0.48 -0.50 -0.21 0.18 -1.28 -0.24 -1.36 -0.35 0.68 -1.15 -0.45 -1.13 -1.22 0.22 -0.56 -0.54 0.37 0.30 0.36 0.21 0.41 0.46 -0.02 0.49 0.23 0.44 0.46 0.11 -0.47 0.37 0.50 0.29 0.14 0.20 0.23 0.32 0.30 0.22 0.80 0.31 0.25 0.22 0.44 0.36 0.63 0.14 1.07 0.48 0.35 0.17 0.47 0.42 0.36 0.32 0.34 0.39 0.82 0.61 0.61 0.25 0.35 -0.14 -0.38 -0.60 -0.14 0.40 0.13 0.38 0.38

=====

# 5
Below is a molecular structure, C25H49BMgN5P2S at a distorted geometry, with properties calculated with wB97M-V/def2-TZVPD.

- Net charge: +1
- HOMO level: -9.75 eV
- Gap between HOMO and LUMO: 7.10 eV
- Energy relative to the best compared isomer or geometry (same formula, charge and spin): 2.52 kcal per mole
- LUMO: -2.7 eV

Structure (XYZ):
```
84
C25H49BMgN5P2S wB97M-V/def2-TZVPD
Mg 0.213 0.142 -0.263
C -3.801 1.820 0.682
C -3.101 3.119 0.251
C -3.590 3.470 -1.160
C -3.501 4.244 1.207
P -1.291 2.654 0.169
C -0.882 2.440 1.996
N -1.009 1.055 2.422
B -0.448 -0.079 1.732
N -0.999 -1.228 2.396
C -0.890 -2.591 1.906
P -1.111 -2.684 0.058
C 0.038 -4.090 -0.393
C -0.026 -4.291 -1.915
C 1.458 -3.613 -0.044
C -0.220 -5.424 0.313
C -2.894 -3.169 -0.107
C -3.657 -2.046 0.617
C -3.273 -3.131 -1.594
C -3.301 -4.517 0.493
C -1.851 -0.803 3.423
C -2.595 -1.524 4.343
C -3.366 -0.822 5.266
C -3.374 0.570 5.282
C -2.606 1.298 4.378
C -1.849 0.604 3.449
C -0.216 4.089 -0.356
C -0.278 4.173 -1.892
C -0.579 5.445 0.253
C 1.233 3.749 0.018
H -4.883 1.959 0.599
H -3.579 1.543 1.714
H -3.518 0.986 0.039
H -4.684 3.499 -1.164
H -3.277 2.727 -1.899
H -3.236 4.450 -1.483
H -4.590 4.228 1.308
H -3.222 5.227 0.837
H -3.094 4.130 2.211
H -1.546 3.061 2.589
H 0.129 2.800 2.174
H -1.606 -3.222 2.434
H 0.100 -2.991 2.113
H -0.054 -3.339 -2.454
H -0.905 -4.864 -2.212
H 0.855 -4.842 -2.255
H 1.669 -2.603 -0.407
H 2.183 -4.279 -0.518
H 1.659 -3.629 1.027
H -1.114 -5.922 -0.058
H -0.322 -5.303 1.394
H 0.626 -6.096 0.138
H -3.267 -1.057 0.375
H -3.619 -2.157 1.703
H -4.708 -2.080 0.316
H -2.971 -2.189 -2.061
H -4.358 -3.219 -1.695
H -2.824 -3.951 -2.156
H -2.795 -4.738 1.434
H -3.113 -5.342 -0.195
H -4.375 -4.505 0.700
H -2.570 -2.607 4.362
H -3.958 -1.369 5.988
H -3.974 1.094 6.015
H -2.596 2.381 4.418
H -1.294 4.171 -2.283
H 0.268 3.338 -2.345
H 0.205 5.094 -2.230
H -1.488 5.854 -0.189
H 0.227 6.158 0.057
H -0.718 5.392 1.334
H 1.509 2.719 -0.233
H 1.444 3.908 1.075
H 1.906 4.400 -0.548
N -0.172 0.220 -2.568
N 0.911 0.203 -3.444
C 2.169 0.073 -2.975
N 3.113 -0.048 -3.911
S 2.563 0.072 -1.338
H -0.769 -0.593 -2.715
H -0.723 1.064 -2.707
H 0.720 0.120 -4.431
H 2.918 0.014 -4.896
H 4.074 -0.085 -3.616
```

Calculated atomic charges, method Mulliken, unit e: 1.76 -2.05 1.83 -2.08 -1.72 0.41 -0.56 0.37 -0.25 0.30 -1.00 0.53 1.82 -1.77 -1.85 -1.74 1.90 -1.75 -1.73 -1.79 0.56 -0.56 -0.85 -0.83 -0.61 0.27 1.97 -1.62 -1.84 -2.08 0.70 0.17 0.31 0.50 0.30 0.38 0.49 0.36 0.27 -0.22 0.28 0.12 0.41 0.16 0.35 0.50 0.23 0.58 0.42 0.32 0.25 0.53 -0.06 0.30 0.74 0.21 0.50 0.33 0.29 0.35 0.43 0.46 0.41 0.41 0.43 0.31 0.17 0.51 0.30 0.53 0.33 0.36 0.43 0.55 -0.65 -0.30 0.92 -0.46 -0.48 0.26 0.31 0.22 0.20 0.23

=====

no.,calculated total energy (eV)
1,-109447.0053
2,-90172.9989
3,-47391.9357
4,-200094.7951
5,-69702.9013